(1)
{"formula": "C5H14N4O2P", "method": "the ωB97M-V functional and the def2-TZVPD basis", "species": ["C", "C", "C", "C", "C", "N", "N", "N", "N", "O", "O", "P", "H", "H", "H", "H", "H", "H", "H", "H", "H", "H", "H", "H", "H", "H"], "positions_angstrom": [[-1.750, -0.619, -0.576], [-3.377, 0.707, 0.332], [-2.179, 1.556, 0.194], [1.584, -1.169, 1.566], [2.076, -1.410, 0.174], [-3.056, -0.577, -0.286], [-1.162, 0.610, -0.298], [1.131, 0.272, 1.710], [1.083, -0.607, -0.697], [-1.201, -1.535, -1.136], [3.359, 0.913, -1.427], [0.489, 0.701, 0.374], [-3.764, 0.566, 1.418], [-4.252, 1.252, -0.104], [-2.314, 2.331, -0.579], [-1.863, 2.032, 1.166], [0.677, -1.796, 1.956], [2.423, -1.353, 2.276], [2.276, -2.341, -0.154], [3.024, -0.881, -0.060], [-3.843, -1.169, -0.479], [0.224, -1.167, -0.961], [4.179, 0.587, -1.861], [3.823, 1.479, -0.805], [1.521, -0.298, -1.496], [0.892, 1.916, -0.248]], "mol_weight_g_mol": 193.17, "total_charge": 1, "orbital_gap_ev": [6.24, 6.35], "total_energy_ev": -24745.2998, "s2": 2.006, "multiplicity": 3}


(2)
{"formula": "C5H10O", "method": "the ωB97M-V functional and the def2-TZVPD basis", "species": ["C", "C", "C", "C", "C", "O", "H", "H", "H", "H", "H", "H", "H", "H", "H", "H"], "positions_angstrom": [[0.734, -1.985, -0.631], [-0.068, -1.382, 0.244], [-1.132, -0.373, -0.134], [-0.565, 0.981, -0.599], [0.514, 1.532, 0.348], [0.249, 1.176, 1.692], [1.509, -2.672, -0.299], [0.649, -1.817, -1.707], [0.059, -1.572, 1.312], [-1.780, -0.198, 0.729], [-1.758, -0.782, -0.938], [-1.392, 1.697, -0.697], [-0.123, 0.875, -1.600], [1.492, 1.142, 0.036], [0.551, 2.629, 0.272], [1.036, 0.756, 2.054]], "mol_weight_g_mol": 86.13, "orbital_gap_ev": 10.52, "total_energy_ev": -7393.5987, "multiplicity": 1, "smiles": "C=CCCCO"}


(3)
{"formula": "C33H59N2O2P2V", "method": "the ωB97M-V functional and the def2-TZVPD basis", "species": ["C", "C", "C", "C", "C", "H", "H", "H", "N", "P", "P", "C", "H", "H", "C", "H", "C", "C", "C", "C", "C", "H", "H", "H", "C", "H", "H", "H", "C", "H", "H", "H", "C", "H", "H", "H", "C", "H", "H", "H", "C", "H", "H", "H", "C", "H", "H", "H", "C", "H", "H", "H", "C", "H", "H", "H", "C", "H", "H", "H", "C", "H", "H", "H", "C", "H", "H", "H", "V", "C", "O", "N", "C", "C", "C", "C", "C", "H", "H", "H", "H", "H", "H", "H", "H", "H", "C", "C", "C", "O", "C", "H", "H", "H", "H", "H", "H", "H", "H"], "positions_angstrom": [[2.834, -0.104, -1.370], [3.180, -0.133, 1.004], [4.204, 0.042, -1.597], [4.581, -0.126, 0.761], [5.084, -0.015, -0.517], [4.547, 0.177, -2.620], [5.240, -0.170, 1.625], [6.166, 0.035, -0.697], [2.331, -0.113, -0.112], [0.365, -1.294, -2.190], [0.833, 0.201, 2.503], [1.820, -0.165, -2.502], [1.436, 0.853, -2.686], [2.282, -0.502, -3.438], [2.565, -0.131, 2.279], [3.206, -0.229, 3.153], [0.742, 2.096, 2.801], [0.282, -0.736, 4.076], [-1.049, -0.811, -3.416], [1.120, -2.978, -2.614], [-0.703, 2.562, 2.585], [-1.400, 2.145, 3.324], [-0.738, 3.659, 2.680], [-1.053, 2.304, 1.573], [1.241, 2.475, 4.201], [0.577, 2.126, 5.003], [2.261, 2.111, 4.383], [1.270, 3.574, 4.274], [1.624, 2.795, 1.758], [1.503, 3.885, 1.865], [2.687, 2.559, 1.892], [1.325, 2.526, 0.734], [-1.074, -0.205, 4.569], [-1.835, -0.246, 3.776], [-1.424, -0.858, 5.384], [-1.027, 0.813, 4.974], [0.094, -2.229, 3.777], [-0.717, -2.413, 3.063], [1.008, -2.706, 3.409], [-0.187, -2.726, 4.719], [1.352, -0.634, 5.171], [1.546, 0.391, 5.499], [0.997, -1.195, 6.048], [2.296, -1.085, 4.845], [0.064, -4.027, -2.237], [0.461, -5.021, -2.494], [-0.143, -4.020, -1.159], [-0.881, -3.897, -2.782], [2.396, -3.233, -1.790], [3.248, -2.647, -2.160], [2.270, -3.043, -0.720], [2.650, -4.299, -1.902], [1.525, -3.107, -4.092], [2.172, -3.993, -4.187], [0.672, -3.274, -4.756], [2.098, -2.241, -4.454], [-0.774, 0.608, -3.918], [0.127, 0.673, -4.542], [-1.629, 0.951, -4.521], [-0.676, 1.303, -3.077], [-2.358, -0.765, -2.615], [-2.300, -0.019, -1.812], [-3.177, -0.467, -3.289], [-2.625, -1.738, -2.181], [-1.228, -1.741, -4.624], [-0.367, -1.708, -5.302], [-1.448, -2.780, -4.344], [-2.093, -1.383, -5.206], [0.389, -0.400, 0.186], [0.525, -2.146, 0.670], [0.631, -3.278, 1.009], [-0.420, 1.247, -0.727], [-0.626, 2.390, -0.872], [-1.022, 3.757, -1.311], [-0.029, 4.757, -0.718], [-0.984, 3.870, -2.836], [-2.442, 4.037, -0.820], [-0.065, 4.746, 0.378], [0.993, 4.513, -1.036], [-0.270, 5.768, -1.066], [-1.750, 3.241, -3.305], [-1.188, 4.912, -3.115], [0.001, 3.595, -3.232], [-2.749, 5.038, -1.147], [-3.146, 3.305, -1.237], [-2.502, 3.991, 0.275], [-4.109, -2.236, 0.722], [-4.186, -1.023, 1.643], [-3.032, -0.185, 1.151], [-2.019, -1.129, 0.742], [-2.613, -2.435, 0.573], [-4.619, -3.117, 1.109], [-4.534, -1.989, -0.255], [-3.996, -1.332, 2.674], [-5.138, -0.495, 1.608], [-3.311, 0.423, 0.285], [-2.613, 0.478, 1.916], [-2.225, -3.105, 1.353], [-2.324, -2.852, -0.400]], "mol_weight_g_mol": 628.74, "total_charge": 1, "orbital_gap_ev": [6.70, 5.81], "total_energy_ev": -86514.2251, "s2": 3.772, "multiplicity": 4}


(4)
{"formula": "C38H39ClF5N3O5", "method": "the ωB97M-V functional and the def2-TZVPD basis", "species": ["C", "N", "C", "C", "C", "C", "C", "O", "C", "O", "C", "C", "C", "C", "C", "C", "C", "Cl", "C", "O", "C", "C", "C", "N", "C", "C", "C", "C", "C", "C", "C", "C", "O", "C", "C", "F", "F", "C", "C", "C", "C", "C", "C", "F", "F", "F", "C", "C", "O", "H", "H", "H", "H", "H", "H", "H", "H", "H", "H", "H", "H", "H", "H", "H", "H", "H", "H", "H", "H", "H", "H", "H", "H", "H", "H", "H", "H", "H", "H", "H", "H", "H", "H", "H", "H", "C", "C", "N", "H", "H", "H"], "positions_angstrom": [[-2.260, 0.283, 6.158], [-1.818, -0.267, 4.877], [-2.945, -0.714, 4.048], [-2.502, -1.006, 2.630], [-2.726, -2.286, 2.102], [-3.468, -3.388, 2.820], [-2.514, -4.357, 3.539], [-1.303, -3.678, 3.923], [-0.184, -4.434, 3.812], [0.572, -4.636, 4.712], [-2.223, -2.620, 0.848], [-1.529, -1.687, 0.109], [-1.361, -0.390, 0.594], [-1.831, -0.025, 1.869], [-1.569, 1.363, 2.405], [-2.816, 2.186, 2.769], [-3.916, 2.123, 1.711], [-4.460, 3.762, 1.212], [-0.665, 0.549, -0.346], [-1.071, 1.662, -0.581], [0.529, -0.041, -1.052], [0.346, -1.351, -1.505], [1.372, -2.012, -2.192], [1.250, -3.318, -2.671], [1.783, -4.273, -2.031], [1.723, -5.651, -2.616], [2.431, -4.136, -0.676], [2.549, -1.310, -2.417], [2.758, -0.012, -1.958], [4.129, 0.547, -2.300], [5.245, -0.046, -1.438], [5.686, 0.805, -0.264], [6.334, -0.319, -2.327], [1.734, 0.642, -1.256], [1.884, 2.056, -0.726], [3.205, 2.329, -0.455], [1.278, 2.120, 0.507], [1.364, 3.134, -1.646], [0.663, 4.225, -1.150], [0.206, 5.209, -2.013], [0.444, 5.108, -3.376], [1.147, 4.022, -3.866], [1.441, 3.880, -5.327], [0.839, 4.822, -6.073], [2.768, 3.971, -5.575], [1.050, 2.681, -5.810], [1.605, 3.035, -3.006], [-0.953, -2.029, -1.219], [-1.487, -2.797, -1.981], [-3.075, 0.988, 6.003], [-1.441, 0.839, 6.615], [-2.571, -0.478, 6.882], [-1.267, -1.095, 5.074], [-3.369, -1.620, 4.482], [-3.734, 0.037, 4.067], [-4.016, -3.957, 2.069], [-4.212, -3.019, 3.517], [-2.956, -4.748, 4.452], [-2.264, -5.177, 2.863], [-0.001, -4.814, 2.794], [-2.382, -3.610, 0.439], [-0.980, 1.252, 3.314], [-0.976, 1.938, 1.706], [-3.191, 1.883, 3.744], [-2.500, 3.221, 2.887], [-3.560, 1.646, 0.804], [-4.807, 1.630, 2.086], [2.644, -6.192, -2.392], [0.916, -6.217, -2.149], [1.582, -5.613, -3.691], [1.785, -3.584, 0.007], [2.662, -5.112, -0.258], [3.369, -3.582, -0.746], [3.347, -1.804, -2.958], [4.158, 1.629, -2.329], [4.349, 0.201, -3.311], [4.889, -1.004, -1.037], [5.875, 1.833, -0.566], [4.898, 0.831, 0.489], [6.566, 0.378, 0.217], [7.110, -0.487, -1.786], [0.445, 4.313, -0.096], [-0.351, 6.041, -1.613], [0.062, 5.864, -4.047], [2.142, 2.180, -3.396], [-3.869, 3.210, -2.876], [-3.304, 4.513, -2.558], [-2.832, 5.518, -2.285], [-3.526, 2.888, -3.857], [-3.545, 2.488, -2.130], [-4.956, 3.266, -2.873]], "mol_weight_g_mol": 748.19, "orbital_gap_ev": 8.33, "total_energy_ev": -80856.9906, "multiplicity": 1, "smiles": "CNCc1c(CCOC=O)cc2c(c1CCCCl)C(=O)c1c(c(N=C(C)C)cc(C[C@H](C)O)c1C(F)(F)c1cccc(C(F)(F)F)c1)C2=O.CC#N"}